1.
Entry from the Open Molecules 2025 dataset: C35H60N5O3S2ScSi4 as an isolated structure (ωB97M-V/def2-TZVPD).

Structure (XYZ):
```
110
Properties=species:S:1:pos:R:3
Sc 0.17 -0.07 -0.06
C -2.37 -2.00 -3.71
C -1.90 -1.21 -2.53
N -0.76 -1.41 -1.94
N -0.01 -2.38 -2.54
C 1.09 -2.72 -1.91
N 1.85 -3.64 -2.56
S 1.67 -2.18 -0.39
C -2.80 -0.18 -1.99
C -4.02 0.10 -2.61
C -4.87 1.04 -2.06
C -4.46 1.71 -0.92
C -3.22 1.39 -0.39
N -2.41 0.46 -0.88
H -1.60 -2.69 -4.04
H -2.62 -1.33 -4.54
H -3.27 -2.56 -3.46
H 1.42 -4.15 -3.31
H 2.59 -4.08 -2.04
H -4.31 -0.44 -3.50
H -5.83 1.24 -2.52
H -5.08 2.46 -0.45
H -2.87 1.91 0.49
C 1.71 0.76 3.79
Si 2.76 1.34 2.36
C 4.44 0.51 2.67
C 2.92 3.20 2.71
N 2.14 0.98 0.75
C 3.20 1.09 -0.15
C 4.45 1.71 0.14
C 5.59 1.55 -0.64
C 5.56 0.78 -1.79
C 4.33 0.30 -2.20
C 3.20 0.55 -1.45
O 1.96 0.28 -2.04
C 1.84 0.83 -3.30
C 2.53 2.00 -3.65
C 2.34 2.56 -4.91
C 1.48 1.97 -5.82
C 0.82 0.80 -5.47
C 1.01 0.21 -4.23
H 2.29 0.07 4.41
H 0.81 0.23 3.51
H 1.42 1.60 4.42
H 5.22 1.25 2.87
H 4.77 -0.10 1.83
H 4.36 -0.14 3.55
H 3.50 3.32 3.63
H 1.94 3.65 2.89
H 3.41 3.79 1.93
H 4.55 2.29 1.03
H 6.51 2.02 -0.31
H 6.45 0.60 -2.37
H 4.22 -0.22 -3.14
H 3.21 2.45 -2.95
H 2.88 3.46 -5.17
H 1.34 2.41 -6.80
H 0.17 0.31 -6.19
H 0.54 -0.72 -3.98
C -0.79 2.64 1.62
O -0.87 1.23 1.45
Si -1.72 0.09 2.45
C -3.58 0.39 2.38
C -1.51 0.74 4.23
C -1.04 -1.41 1.65
Si 0.11 -2.51 2.71
C 1.97 -2.14 2.75
C -0.48 -2.54 4.53
C 0.20 -4.35 2.28
Si -2.36 -2.62 1.05
C -1.65 -3.92 -0.13
C -3.91 -2.07 0.08
C -3.17 -3.47 2.54
H -1.45 2.96 2.42
H -1.07 3.13 0.69
H 0.24 2.92 1.86
H -3.78 1.44 2.63
H -4.01 -0.21 3.20
H -4.13 0.15 1.48
H -2.51 0.97 4.61
H -0.93 1.66 4.24
H -1.03 0.06 4.93
H 2.28 -1.21 2.28
H 2.48 -2.95 2.23
H 2.31 -2.13 3.78
H -1.47 -2.11 4.67
H 0.21 -2.02 5.19
H -0.54 -3.58 4.86
H 0.73 -4.51 1.34
H -0.74 -4.90 2.25
H 0.81 -4.77 3.08
H -0.57 -3.85 -0.23
H -2.08 -3.80 -1.12
H -1.88 -4.94 0.20
H -3.78 -2.29 -0.98
H -4.26 -1.05 0.16
H -4.72 -2.71 0.43
H -2.48 -3.93 3.25
H -3.86 -4.24 2.20
H -3.76 -2.73 3.10
C 0.43 4.36 -1.82
S -0.36 2.89 -2.47
C -2.03 3.54 -2.42
O -0.24 1.90 -1.35
H 0.37 5.16 -2.56
H 1.47 4.10 -1.62
H -0.06 4.66 -0.89
H -2.07 4.38 -3.13
H -2.30 3.88 -1.42
H -2.71 2.76 -2.75
```

* total energy: -4584.4881 Eh
* LUMO: -0.2940 eV
* frontier orbital gap: 6.58 eV
* HOMO energy: -6.88 eV
* total charge: 0

2.
Entry from the Open Molecules 2025 dataset: an isolated ion of composition C6H13ClN2O and charge +2 at a distorted geometry (ωB97M-V/def2-TZVPD).

Structure (XYZ):
```
23
Properties=species:S:1:pos:R:3
C -0.05 1.52 0.31
C 1.35 3.47 -0.74
C 0.27 -1.92 -1.28
C -0.69 -1.97 1.58
C 0.28 0.21 0.97
C -0.95 -1.21 -0.63
N 0.95 2.15 -0.16
N -0.75 -0.72 0.74
O 0.88 3.72 -1.94
Cl 2.23 4.45 0.16
H -1.09 1.87 0.57
H 0.27 -1.73 -2.29
H 1.15 -1.73 -0.64
H 0.10 -3.01 -1.11
H -0.44 -1.98 2.66
H -1.67 -2.40 1.60
H -0.09 -2.68 1.11
H 0.45 0.56 1.98
H 1.29 -0.13 0.51
H -1.74 -2.02 -0.63
H -1.31 -0.36 -1.25
H -1.72 -0.49 1.02
H 1.27 4.42 -2.53
```

* total energy: -880.6138 Eh
* ΔE to the lowest compared entry with this formula, charge and spin: 0.00 kcal/mol
* LUMO: -8.7345 eV
* frontier orbital gap: 10.27 eV
* structure (SMILES): CC[N@@H+](C)CC=[N+]=C(O)Cl
* HOMO energy: -19.01 eV
* total charge: +2

3.
Entry from the Open Molecules 2025 dataset: a 2-piece molecular cluster, C5H13NO overall (ωB97M-V/def2-TZVPD).

Structure (XYZ):
```
20
Properties=species:S:1:pos:R:3
C 1.11 -2.04 0.26
C -0.35 -2.45 0.35
H 1.52 -2.09 -0.74
H 1.34 -1.04 0.64
H 1.71 -2.64 0.95
H -1.03 -1.62 0.16
H -0.61 -2.82 1.34
H -0.60 -3.17 -0.43
C -0.10 1.20 0.51
C -1.49 1.80 0.60
C 0.85 1.59 -0.59
O 2.00 1.92 -0.36
N 0.41 1.51 -1.88
H 0.40 1.36 1.46
H -0.20 0.12 0.38
H -1.53 2.81 1.02
H -2.05 1.19 1.31
H 1.13 1.58 -2.57
H -0.41 0.98 -2.12
H -2.10 1.78 -0.30
```

* total energy: -328.3076 Eh
* ΔE to the lowest compared entry with this formula, charge and spin: 7.08 kcal/mol
* LUMO: 0.7863 eV
* frontier orbital gap: 10.46 eV
* structure (SMILES): CCC(N)=O.CC
* HOMO energy: -9.67 eV
* total charge: 0

4.
Entry from the Open Molecules 2025 dataset: a single C5H8O2 molecule at a distorted geometry (ωB97M-V/def2-TZVPD).

Structure (XYZ):
```
15
Properties=species:S:1:pos:R:3
C -1.28 0.58 0.45
O -0.70 1.29 -0.65
C 0.40 0.51 -1.12
C 0.02 -0.92 -0.80
C -0.31 -0.57 0.67
C 1.03 0.04 1.09
O 1.55 0.68 -0.37
H -2.30 0.25 0.19
H -1.34 1.25 1.32
H 0.61 0.80 -2.14
H 0.89 -1.58 -0.90
H -0.83 -1.28 -1.37
H -0.70 -1.41 1.25
H 1.23 1.13 0.98
H 1.72 -0.77 1.40
```

* total energy: -345.6854 Eh
* ΔE to the lowest compared entry with this formula, charge and spin: 75.04 kcal/mol
* LUMO: 0.9417 eV
* frontier orbital gap: 10.51 eV
* structure (SMILES): C1O[C@H]2C[C@@H]1CO2
* HOMO energy: -9.56 eV
* total charge: 0

Copy entry 2 word for word.
Entry from the Open Molecules 2025 dataset: an isolated ion of composition C6H13ClN2O and charge +2 at a distorted geometry (ωB97M-V/def2-TZVPD).

Structure (XYZ):
```
23
Properties=species:S:1:pos:R:3
C -0.05 1.52 0.31
C 1.35 3.47 -0.74
C 0.27 -1.92 -1.28
C -0.69 -1.97 1.58
C 0.28 0.21 0.97
C -0.95 -1.21 -0.63
N 0.95 2.15 -0.16
N -0.75 -0.72 0.74
O 0.88 3.72 -1.94
Cl 2.23 4.45 0.16
H -1.09 1.87 0.57
H 0.27 -1.73 -2.29
H 1.15 -1.73 -0.64
H 0.10 -3.01 -1.11
H -0.44 -1.98 2.66
H -1.67 -2.40 1.60
H -0.09 -2.68 1.11
H 0.45 0.56 1.98
H 1.29 -0.13 0.51
H -1.74 -2.02 -0.63
H -1.31 -0.36 -1.25
H -1.72 -0.49 1.02
H 1.27 4.42 -2.53
```

* total energy: -880.6138 Eh
* ΔE to the lowest compared entry with this formula, charge and spin: 0.00 kcal/mol
* LUMO: -8.7345 eV
* frontier orbital gap: 10.27 eV
* structure (SMILES): CC[N@@H+](C)CC=[N+]=C(O)Cl
* HOMO energy: -19.01 eV
* total charge: +2